Here is an isolated ion of composition C9H12N3O2 and charge +1 from OMol25. Energies are from the ωB97M-V functional and the def2-TZVPD basis.

Structure (XYZ):
```
26
Properties=species:S:1:pos:R:3:nbo_charge:R:1
C 4.98110 0.27858 0.14993 -0.703
C 3.57199 0.09143 -0.09296 0.147
C 2.33071 0.11413 -0.13506 -0.120
C 0.96020 -0.00659 -0.15600 0.020
C 0.30578 -1.06136 0.29751 -0.279
C -1.13890 -1.16939 0.19551 0.038
N -1.78246 -2.39166 0.79361 -0.692
C -1.97190 -0.12030 -0.18674 0.202
N -3.35847 -0.19832 -0.21645 -0.853
C -1.29190 1.12205 -0.71515 -0.153
N -1.75265 2.16824 0.32760 0.538
O -0.93373 2.56109 1.11304 -0.322
O -2.95259 2.39606 0.28228 -0.386
C 0.20448 1.00967 -0.91273 -0.454
H 5.33301 1.18873 0.49397 0.262
H 5.29209 -0.71256 0.54551 0.263
H 5.47340 0.15172 -0.95752 0.252
H 0.89985 -1.88475 0.74676 0.233
H -2.74771 -2.61364 0.34646 0.478
H -1.83483 -2.22554 1.83805 0.450
H -1.12548 -3.12229 0.72098 0.440
H -4.02545 -0.24580 0.71943 0.427
H -3.72508 0.60659 -0.80031 0.425
H -1.82465 1.33030 -1.74344 0.261
H 0.72466 1.95975 -0.75904 0.273
H 0.38852 0.77387 -1.89524 0.252
```

Output
**LUMO energy**: -3.8 eV
**SMILES**: CC#CC1=CC([NH3+])=C(N)[C@@H]([N+](=O)[O-])C1
**Charge**: +1
**Relative energy (zero: lowest compared OMol25 entry of this formula, charge and spin)**: 4.971 eV
**Highest occupied orbital energy**: -11.3763 eV



Here is C9H12N3O2Se2Te2Ti as an isolated structure from OMol25. Energies are from the ωB97M-V functional and the def2-TZVPD basis.

Structure (XYZ):
```
31
Properties=species:S:1:pos:R:3:nbo_charge:R:1
Ti 0.61882 1.06725 -0.40644 0.878
N 3.39431 3.68703 0.61836 -0.766
C 2.78170 2.54257 0.40290 0.732
O 1.58423 2.21644 0.90802 -0.703
C 3.44489 1.43012 -0.44406 -0.534
C 2.61243 0.18540 -0.28107 -0.844
H 2.92215 4.34871 1.14451 0.413
H 4.41495 3.68333 0.50922 0.411
H 4.45220 1.18300 -0.14303 0.206
H 3.41694 1.67790 -1.53599 0.245
H 2.41219 -0.06866 0.76265 0.190
H 2.74273 -0.61908 -0.94108 0.218
Se 0.36784 0.05577 -2.58876 -0.450
Te 0.72252 4.06900 -1.91047 0.028
Te -0.98479 3.63572 0.33597 -0.253
Se -0.95393 2.33880 -2.12103 -0.091
N -3.21040 -4.13356 -0.34494 -0.841
C -3.82985 -2.97129 0.14091 0.664
O -5.00124 -2.65827 0.24280 -0.639
C -2.64342 -2.10294 0.54238 -0.242
C -2.86141 -0.77562 0.28167 -0.185
C -1.79812 0.07786 0.25334 -0.088
N -0.51606 -0.44720 0.42252 -0.643
C -0.30872 -1.72484 0.71787 0.058
C -1.35816 -2.58393 0.88891 -0.321
H -3.80957 -4.95254 -0.36416 0.359
H -2.39328 -4.26508 0.28834 0.385
H -3.84851 -0.40652 -0.01209 0.226
H -1.98083 1.13838 0.41406 0.211
H 0.68817 -2.03539 0.94645 0.182
H -1.07780 -3.59235 1.27224 0.193
```

Output
**LUMO energy (spin up / spin down)**: 1.8 / 1.9 eV
**Charge**: -1
**2S+1**: 3
**Relative energy (zero: lowest compared OMol25 entry of this formula, charge and spin)**: 3.467 eV
**Highest occupied orbital energy (spin up / spin down)**: -1.9192 / -3.2881 eV



Here is one molecule with the formula C9H12N4 from OMol25. Energies are from the ωB97M-V functional and the def2-TZVPD basis.

Structure (XYZ):
```
25
Properties=species:S:1:pos:R:3:nbo_charge:R:1
C 3.45654 0.28264 -0.40869 0.157
C 1.45317 1.11504 -0.19816 0.050
C 1.47789 -0.22229 0.09537 0.197
C -0.50889 1.54877 0.25294 0.347
C -0.87399 -0.84345 -0.22028 0.400
C -0.77180 2.59400 1.04702 -0.525
C -1.82360 -1.81500 -0.31998 -0.631
C 0.61832 -2.35936 0.78273 -0.410
C -2.55879 0.86002 -0.79240 -0.413
N 2.70987 -0.72013 -0.08080 -0.474
N 2.73706 1.43972 -0.55115 -0.551
N 0.39921 -1.05436 0.34302 -0.434
N -1.21147 0.53367 -0.34774 -0.494
H 4.44188 0.20348 -0.60715 0.184
H -1.76549 2.70250 1.32281 0.215
H 0.05722 3.25077 1.27392 0.239
H -2.76033 -1.64573 -0.84965 0.214
H -1.61292 -2.92717 -0.28789 0.230
H -0.38632 -2.36081 1.32492 0.220
H 0.83673 -3.18615 0.12999 0.197
H 1.31706 -2.40339 1.60443 0.215
H -2.42643 1.87114 -1.15403 0.223
H -2.82444 0.26262 -1.68903 0.215
H -3.24674 0.58553 0.07844 0.207
H 3.26628 2.28793 -0.74866 0.424
```

Output
**LUMO energy**: 0.8 eV
**Charge**: 0
**Relative energy (zero: lowest compared OMol25 entry of this formula, charge and spin)**: 5.054 eV
**Highest occupied orbital energy**: -7.2785 eV



Here is C9H12N4 as an isolated structure from OMol25. Energies are from the ωB97M-V functional and the def2-TZVPD basis.

Structure (XYZ):
```
25
Properties=species:S:1:pos:R:3:nbo_charge:R:1
C 0.23051 1.63842 1.40146 -0.687
C -0.08162 0.87137 0.00922 0.348
C -0.18100 2.22471 -1.14728 -0.623
C 1.23688 -0.93545 0.71181 -0.110
C 2.57417 -1.42174 0.49724 -0.077
C 2.25500 0.23944 -0.71711 0.144
C -2.34180 0.44010 0.38198 -0.047
C -3.13748 -0.74584 0.27638 -0.149
C -1.18520 -1.24644 -0.70463 0.167
H -0.17745 2.85582 1.14586 0.230
H 1.52085 1.63227 1.78816 0.261
H -0.37775 1.00134 2.33186 0.245
H -0.32286 1.87992 -2.12937 0.224
H 0.78504 2.76253 -0.76296 0.227
H -0.96923 3.09630 -0.74796 0.223
H 0.41420 -0.91933 1.60508 0.238
H 3.03742 -2.19523 1.08267 0.209
H 2.52384 1.10250 -1.32672 0.204
H -2.80353 1.68368 0.64924 0.273
H -4.27237 -0.92942 0.32637 0.228
H -0.20053 -1.73918 -0.90956 0.238
N 1.04410 0.04555 -0.13160 -0.411
N 3.09754 -0.68205 -0.40089 -0.445
N -1.13347 -0.00807 0.04109 -0.484
N -2.34736 -1.72952 -0.55247 -0.427
```

Output
**LUMO energy**: 0.4 eV
**Charge**: 0
**Relative energy (zero: lowest compared OMol25 entry of this formula, charge and spin)**: 7.141 eV
**Highest occupied orbital energy**: -8.4706 eV



Number 1: strongest force on any atom 6.366 eV/Å. Number 2: strongest force on any atom 6.017 eV/Å. Number 3: strongest force on any atom 4.940 eV/Å. Number 4: strongest force on any atom 6.061 eV/Å.